1.
{
  "formula": "C25H32Cl2IrN5O3S2",
  "method": "ωB97M-V/def2-TZVPD",
  "charge": 1,
  "e_homo_ev": [-11.1863, -11.1031],
  "spin_multiplicity": 2,
  "species": ["Ir", "C", "C", "N", "N", "C", "S", "S", "C", "C", "C", "C", "C", "C", "C", "C", "C", "C", "C", "C", "C", "O", "H", "H", "H", "H", "H", "H", "H", "H", "H", "H", "H", "H", "H", "H", "Cl", "C", "Cl", "H", "H", "C", "C", "C", "C", "N", "N", "H", "H", "H", "H", "H", "H", "H", "H", "H", "H", "H", "H", "O", "C", "C", "C", "C", "O", "N", "H", "H", "H", "H"],
  "coordinates": [[0.8306, 0.5425, 0.6643], [2.3861, 1.8445, -3.2994], [2.3264, 1.2485, -1.9216], [1.1914, 1.2212, -1.2635], [0.1289, 1.8410, -1.9273], [-0.8139, 2.2802, -1.1843], [-0.8717, 2.0892, 0.5443], [-2.0398, 3.3103, -1.9156], [-3.5995, 2.3911, -1.6270], [-4.0254, 2.1834, -0.2054], [-4.4708, 3.2461, 0.5738], [-4.8418, 3.0394, 1.8928], [-4.7746, 1.7665, 2.4464], [-4.3471, 0.6973, 1.6731], [-3.9789, 0.9110, 0.3533], [3.5697, 0.7496, -1.3636], [4.7864, 1.0069, -2.0350], [5.9936, 0.5977, -1.5305], [6.0344, -0.0925, -0.3174], [4.8764, -0.3861, 0.3616], [3.6391, 0.0164, -0.1567], [2.5588, -0.3833, 0.4864], [1.4097, 2.1047, -3.6809], [2.8719, 1.1404, -3.9737], [3.0007, 2.7454, -3.2636], [-3.5657, 1.4450, -2.1666], [-4.2994, 3.0385, -2.1596], [-4.5162, 4.2420, 0.1494], [-5.1930, 3.8712, 2.4887], [-5.0704, 1.6082, 3.4753], [-4.3018, -0.2994, 2.0919], [-3.6693, 0.0701, -0.2607], [4.7806, 1.5515, -2.9663], [6.9063, 0.8163, -2.0657], [6.9861, -0.3972, 0.0984], [4.8899, -0.9134, 1.3051], [1.5390, -2.6535, 2.2714], [2.7501, -3.7491, 1.5647], [2.6088, -3.8779, -0.1838], [2.5943, -4.7262, 2.0045], [3.7261, -3.3483, 1.8096], [-2.1792, -2.8462, -1.3828], [-0.8592, -2.2802, -1.9173], [-1.1294, -1.1422, -2.8981], [-0.0470, -3.3751, -2.5977], [0.0026, -1.8025, -0.8135], [-0.5345, -0.7303, -0.0583], [-2.8183, -3.1808, -2.2000], [-2.7405, -2.0936, -0.8212], [-1.9991, -3.6967, -0.7228], [-1.4506, -1.5618, -3.8511], [-0.2352, -0.5457, -3.0735], [-1.9336, -0.4759, -2.5705], [-0.6390, -3.8329, -3.3895], [0.2281, -4.1589, -1.8895], [0.8650, -2.9649, -3.0317], [0.3025, -2.5340, -0.1785], [-1.0560, -1.0376, 0.7849], [-1.2058, -0.2255, -0.6397], [-1.5688, -1.0737, 2.6298], [-0.8083, -0.3002, 3.1766], [-0.7805, 0.1519, 4.6277], [0.4807, 1.0302, 4.7527], [0.9605, 1.1575, 3.3284], [1.8575, 1.8038, 2.8076], [0.2061, 0.3493, 2.5229], [-0.7951, -0.7145, 5.2860], [-1.6957, 0.7172, 4.8109], [1.2702, 0.5602, 5.3401], [0.2964, 2.0137, 5.1811]],
  "mulliken_charge": [0.739, -2.003, 1.838, 0.418, -0.671, -0.043, -0.369, -0.098, -1.088, 0.016, -0.281, -0.648, -0.547, -0.482, 0.391, 0.159, -0.995, -1.069, -0.469, -0.813, 0.756, -0.161, 0.352, 0.462, 0.527, 0.370, 0.524, 0.414, 0.422, 0.455, 0.397, 0.132, 0.395, 0.408, 0.434, 0.459, -0.058, -0.434, -0.111, 0.398, 0.282, -1.358, 1.372, -1.416, -1.864, 0.025, -0.018, 0.466, 0.103, 0.370, 0.549, 0.212, 0.213, 0.453, 0.387, 0.363, 0.142, 0.664, -0.064, -0.659, 0.108, -0.609, -0.642, 0.692, -0.564, 0.326, 0.407, 0.279, 0.276, 0.377]
}

2.
{
  "formula": "C25H32FO8SY",
  "method": "ωB97M-V/def2-TZVPD",
  "charge": 0,
  "e_homo_ev": -6.9698,
  "species": ["Y", "C", "C", "O", "C", "C", "O", "C", "C", "O", "C", "C", "O", "C", "C", "O", "C", "C", "O", "H", "H", "H", "H", "H", "H", "H", "H", "H", "H", "H", "H", "H", "H", "H", "H", "H", "H", "H", "H", "H", "H", "H", "H", "O", "C", "O", "C", "C", "C", "C", "C", "C", "S", "H", "H", "H", "H", "F", "C", "C", "C", "C", "C", "C", "H", "H", "H", "H"],
  "coordinates": [[0.1830, -0.1758, -0.1275], [0.1459, 1.1719, -3.3455], [-1.3166, 0.7348, -3.4634], [-1.6189, -0.1577, -2.3989], [-2.9800, -0.6163, -2.4604], [-3.0734, -1.6755, -1.4135], [-2.5814, -1.1456, -0.2065], [-2.9043, -1.8900, 0.9625], [-1.7196, -2.7162, 1.3683], [-0.6577, -1.8303, 1.6629], [-0.7164, -1.3397, 3.0031], [-0.7453, 0.2179, 3.0780], [-1.2940, 0.7157, 1.8879], [-1.7467, 2.0576, 1.9832], [-2.4608, 2.3023, 0.6770], [-1.6194, 2.1285, -0.4518], [-0.8929, 3.3273, -0.7323], [0.1312, 3.1060, -1.8840], [0.4708, 1.7094, -2.0747], [0.4423, 1.9059, -4.1310], [0.7750, 0.2292, -3.3952], [-1.4927, 0.2844, -4.4470], [-1.9258, 1.6302, -3.3254], [-3.2221, -1.0084, -3.4458], [-3.6905, 0.1942, -2.1912], [-2.4419, -2.5269, -1.6540], [-4.1214, -1.9323, -1.2768], [-3.8159, -2.4864, 0.7895], [-3.1242, -1.1464, 1.7066], [-1.3798, -3.2633, 0.4889], [-1.9746, -3.3766, 2.2178], [0.1937, -1.7076, 3.5020], [-1.6963, -1.6293, 3.4604], [0.2808, 0.6230, 3.1501], [-1.2951, 0.5136, 3.9726], [-0.9135, 2.7531, 2.1914], [-2.4111, 2.1682, 2.8638], [-2.8996, 3.3118, 0.7227], [-3.2603, 1.5428, 0.6021], [-0.3376, 3.7057, 0.1397], [-1.6415, 4.0332, -1.0780], [1.0625, 3.6182, -1.6186], [-0.2798, 3.5076, -2.7869], [1.1804, 3.5913, 1.7276], [1.5728, 2.4673, 1.4265], [0.9243, 1.6823, 0.6261], [2.9353, 1.9398, 1.9184], [3.8238, 2.8931, 2.3990], [5.0858, 2.5625, 2.7999], [5.4810, 1.2357, 2.7895], [4.5682, 0.2693, 2.4087], [3.2630, 0.5698, 1.9344], [2.1805, -0.8019, 1.5812], [3.5085, 3.9303, 2.4340], [5.6422, 3.3933, 3.2061], [6.4653, 0.9390, 3.0927], [4.8459, -0.7870, 2.4783], [1.4735, -5.9677, -3.0441], [1.3358, -4.7167, -2.5213], [1.9985, -4.3502, -1.3942], [1.7646, -3.0893, -0.8696], [0.9026, -2.1615, -1.4429], [0.3531, -2.5694, -2.6731], [0.5714, -3.8347, -3.2353], [2.6379, -5.0483, -0.8765], [2.3436, -2.8788, -0.0016], [-0.3437, -1.9218, -3.1696], [0.0515, -4.2148, -4.1162]],
  "mulliken_charge": [0.484, -0.726, -0.811, 0.571, -0.855, -0.688, 0.171, -0.716, -0.771, -0.085, -0.977, -0.403, 0.201, -0.650, -0.716, -0.031, -0.665, -1.001, -0.156, 0.447, 0.217, 0.560, 0.344, 0.402, 0.310, 0.342, 0.471, 0.583, 0.224, 0.350, 0.389, 0.348, 0.487, -0.037, 0.687, 0.150, 0.535, 0.490, 0.248, 0.352, 0.733, 0.300, 0.478, -0.735, 0.340, -0.378, 0.008, -0.693, -0.501, -0.623, -0.777, 0.596, -0.310, 0.427, 0.352, 0.399, 0.388, -0.348, 0.538, -0.903, -0.124, 0.430, -0.011, -1.053, 0.449, 0.274, 0.286, 0.382]
}

3.
{
  "formula": "C25H32IrN2O6P",
  "method": "ωB97M-V/def2-TZVPD",
  "charge": 0,
  "e_homo_ev": -8.4161,
  "species": ["Ir", "O", "C", "O", "C", "C", "C", "C", "C", "N", "C", "O", "O", "H", "H", "H", "C", "C", "C", "P", "C", "C", "C", "C", "C", "C", "H", "H", "H", "H", "H", "H", "H", "H", "H", "H", "H", "H", "H", "H", "H", "H", "H", "H", "H", "H", "H", "O", "C", "N", "C", "C", "O", "C", "C", "C", "C", "C", "C", "H", "H", "H", "H", "H", "H", "H", "H"],
  "coordinates": [[0.2742, -0.8224, 0.3641], [2.7839, -1.1472, -2.7761], [2.1854, -1.0147, -1.7321], [0.9195, -0.7081, -1.6077], [2.9345, -1.1461, -0.4128], [4.2863, -1.3640, -0.2495], [4.7898, -1.4566, 1.0461], [3.9448, -1.3522, 2.1443], [2.5979, -1.1356, 1.9188], [2.1673, -1.0115, 0.6693], [1.4910, -0.9980, 2.9594], [1.7732, -1.0534, 4.1366], [0.3088, -0.7837, 2.4566], [4.9069, -1.4668, -1.1281], [5.8469, -1.6303, 1.1974], [4.2908, -1.4462, 3.1637], [-1.9487, 3.4431, 0.8571], [-1.4962, 1.9933, 1.0560], [-1.6331, 1.5810, 2.5249], [0.1540, 1.5207, 0.3754], [1.4772, 2.2550, 1.4302], [1.2668, 3.6796, 1.9482], [2.8452, 2.1425, 0.7419], [0.2913, 2.2134, -1.3267], [-0.9098, 1.7556, -2.1612], [0.5426, 3.7145, -1.4780], [-2.9180, 3.5709, 1.3449], [-2.0787, 3.7009, -0.1914], [-1.2641, 4.1609, 1.3052], [-2.1659, 1.3562, 0.4722], [-1.0945, 2.2671, 3.1801], [-1.2613, 0.5757, 2.7195], [-2.6870, 1.6268, 2.8069], [1.4688, 1.5888, 2.2990], [1.1008, 4.3934, 1.1420], [2.1648, 3.9932, 2.4854], [0.4333, 3.7454, 2.6440], [3.0315, 3.0085, 0.1068], [2.9449, 1.2567, 0.1182], [3.6360, 2.1114, 1.4933], [1.1663, 1.6887, -1.7197], [-1.8218, 2.2805, -1.8724], [-1.0793, 0.6847, -2.0700], [-0.7213, 1.9732, -3.2137], [-0.2546, 4.3242, -1.0574], [0.6060, 3.9489, -2.5429], [1.4809, 4.0245, -1.0231], [1.3542, -4.9259, 0.7897], [0.7953, -3.8958, 0.6104], [0.2037, -2.8848, 0.3956], [-3.7880, -1.9792, 0.7953], [-2.6822, -1.8174, -0.2072], [-1.8502, -0.9317, 0.0050], [-2.6451, -2.6669, -1.4073], [-1.5596, -2.5901, -2.2814], [-1.5213, -3.3919, -3.4079], [-2.5662, -4.2661, -3.6757], [-3.6587, -4.3366, -2.8207], [-3.6974, -3.5428, -1.6887], [-3.5497, -1.3895, 1.6761], [-3.9003, -3.0270, 1.0715], [-4.7366, -1.6394, 0.3739], [-0.7472, -1.9069, -2.0811], [-0.6717, -3.3337, -4.0749], [-2.5300, -4.8972, -4.5544], [-4.4755, -5.0125, -3.0351], [-4.5509, -3.6073, -1.0280]],
  "mulliken_charge": [3.503, -0.733, -0.082, -0.932, 0.309, -0.472, -0.601, -0.719, 0.651, 0.367, 0.069, -0.729, -0.718, 0.615, 0.463, 0.609, -1.572, 1.046, -1.652, -0.165, 0.868, -1.664, -1.568, 0.762, -1.493, -1.604, 0.500, 0.296, 0.200, -0.050, 0.245, 0.230, 0.526, 0.241, 0.253, 0.501, 0.300, 0.334, 0.275, 0.474, 0.138, 0.242, 0.241, 0.506, 0.216, 0.501, 0.303, -0.675, 0.747, -0.515, -1.932, 0.942, -0.723, 0.671, 0.161, -1.116, -0.446, -0.766, -0.821, 0.296, 0.501, 0.413, 0.532, 0.470, 0.395, 0.404, 0.434]
}

4.
{
  "formula": "C25H32MnN3O3Si",
  "method": "ωB97M-V/def2-TZVPD",
  "charge": 2,
  "e_homo_ev": [-14.6859, -14.7245],
  "spin_multiplicity": 5,
  "species": ["Mn", "O", "C", "O", "C", "C", "C", "C", "C", "C", "N", "C", "C", "C", "C", "C", "C", "N", "H", "H", "H", "H", "H", "H", "H", "H", "H", "H", "O", "C", "C", "C", "C", "C", "C", "C", "C", "N", "H", "H", "H", "H", "H", "H", "H", "H", "H", "H", "H", "C", "Si", "C", "C", "C", "H", "H", "H", "H", "H", "H", "H", "H", "H", "H", "H"],
  "coordinates": [[0.1797, -0.0996, 0.5480], [5.7974, -5.2844, 2.0260], [5.4541, -4.8201, 0.8162], [5.7725, -5.3959, -0.1799], [4.6322, -3.5527, 0.7508], [3.8920, -3.0420, 1.8098], [3.1156, -1.9053, 1.6399], [3.1071, -1.2668, 0.4077], [3.8473, -1.7630, -0.6592], [4.5995, -2.9099, -0.4835], [2.2758, -0.1160, 0.2348], [2.7475, 0.9458, -0.2879], [1.8666, 2.0936, -0.5527], [2.3469, 3.2596, -1.1132], [1.4526, 4.3019, -1.3444], [0.1243, 4.1316, -1.0068], [-0.2779, 2.9237, -0.4458], [0.5712, 1.9265, -0.2213], [5.5885, -4.6674, 2.7351], [3.8722, -3.5317, 2.7762], [2.5315, -1.5123, 2.4626], [3.8101, -1.2768, -1.6266], [5.1667, -3.3379, -1.2991], [3.8019, 1.0210, -0.5502], [3.3941, 3.3513, -1.3689], [1.7955, 5.2287, -1.7840], [-0.6022, 4.9143, -1.1719], [-1.3124, 2.7520, -0.1755], [-1.8889, -0.1053, 0.6276], [-2.6704, 0.1591, 1.8348], [-2.6872, -1.0331, 2.7677], [-1.2901, -1.5937, 3.0672], [-0.3482, -0.5482, 3.5954], [-0.2146, -0.3208, 4.9570], [0.6262, 0.6825, 5.4070], [1.3218, 1.4460, 4.4796], [1.1463, 1.1667, 3.1425], [0.3314, 0.1938, 2.6978], [-2.3318, -0.7726, 0.0822], [-3.6739, 0.4443, 1.5243], [-2.1931, 1.0243, 2.2903], [-3.3112, -1.8283, 2.3558], [-3.1699, -0.7136, 3.6945], [-0.8671, -2.0476, 2.1642], [-1.3808, -2.4025, 3.7915], [-0.7668, -0.9359, 5.6547], [0.7406, 0.8661, 6.4670], [1.9888, 2.2390, 4.7852], [1.6729, 1.7361, 2.3862], [-0.3010, -3.5196, -2.9314], [-0.4966, -2.8585, -1.2044], [-2.2854, -2.9985, -0.6458], [0.6231, -3.7530, -0.0058], [-0.0183, -1.0145, -1.3089], [-0.5693, -4.5787, -2.9497], [0.7291, -3.4330, -3.2811], [-0.9460, -3.0006, -3.6421], [-2.6445, -4.0045, -0.8771], [-2.9559, -2.3215, -1.1861], [-2.4261, -2.8738, 0.4310], [1.6614, -3.7292, -0.3434], [0.3259, -4.8029, 0.0521], [0.5966, -3.3566, 1.0126], [0.9318, -0.8779, -1.8267], [-0.7685, -0.3736, -1.7837]],
  "mulliken_charge": [0.350, -0.465, 0.543, -0.506, 0.851, -0.942, -0.675, 0.101, -0.197, -1.094, 0.653, -0.551, 0.531, -0.942, -0.416, -0.850, -0.239, 0.474, 0.317, 0.268, 0.403, 0.516, 0.478, 0.617, 0.526, 0.466, 0.454, 0.481, -0.369, -0.591, -0.993, 0.312, 0.287, -0.695, -0.503, -0.844, -0.565, 1.039, 0.040, 0.445, 0.369, 0.477, 0.444, -1.125, 0.778, 0.560, 0.451, 0.489, 0.310, -1.112, 0.114, -1.230, -0.744, -0.843, 0.364, 0.349, 0.344, 0.452, 0.447, 0.258, 0.082, 0.554, 0.228, 0.679, 0.592]
}

Energy relative to the best compared isomer or geometry (same formula, charge and spin) across the listed records, respectively: 17.0 0.0 0.0 0.0 kcal/mol.
DFT total energy across the listed records, respectively: -89586.0702 -57420.4411 -53840.7537 -76243.4393 eV.